[1]
DFT (the ωB97M-V functional and the def2-TZVPD basis) results for a molecular structure, C48H59N2OP2Sc.

Lowest unoccupied orbital energy, eV: -4.92
Energy above the lowest of the compared OMol25 structures with the same formula, charge and spin, eV: 2.779
Gap between HOMO and LUMO, eV: 8.25
Charge: +2
HOMO level, Ha: -0.4842

```
113
Properties=species:S:1:pos:R:3:forces:R:3:mulliken_charge:R:1
Sc 0.906 -0.470 -0.688 0.4375 -0.4167 -0.3370 -1.176
N 2.548 -0.438 0.955 0.2352 2.6365 -1.1200 -0.183
C 2.832 1.041 1.102 0.7158 -2.1611 -1.2957 0.468
C 2.872 1.621 2.320 -0.3130 0.6304 0.9312 -0.471
C 3.187 2.948 2.467 0.8030 1.6132 -0.6444 -0.829
C 3.535 3.737 1.340 -0.6423 -1.7548 0.0739 -1.001
C 3.578 3.098 0.111 0.2844 -0.3833 0.2323 -0.928
C 3.296 1.734 -0.005 0.0473 0.3852 -0.6940 -0.102
P 3.366 0.825 -1.567 -0.3983 -0.9942 -0.8028 2.005
C 4.712 -0.381 -1.558 -0.1085 -0.7525 0.7060 -0.180
C 5.840 -0.271 -0.745 0.5062 0.3047 0.4995 0.109
C 6.884 -1.214 -0.852 -0.3463 -0.2578 0.8010 -0.787
C 6.716 -2.302 -1.695 0.8811 -1.0195 -0.4767 -0.472
C 5.537 -2.498 -2.407 0.6240 2.2795 1.5412 -0.791
C 4.553 -1.554 -2.327 -1.1370 0.8923 -1.3735 -0.227
C 3.750 1.942 -2.935 -0.0481 0.1773 1.8528 0.353
C 5.025 2.312 -3.367 0.0117 -1.0350 -0.3928 -0.395
C 5.202 3.336 -4.265 -0.3378 1.2791 0.4366 -0.645
C 4.104 4.208 -4.526 0.7065 -1.0975 -1.1160 -0.537
C 2.864 3.879 -4.018 -0.8016 -1.6221 -0.0981 -0.764
C 2.666 2.705 -3.231 -0.3718 2.0331 -1.0346 -0.010
H 2.286 -0.784 1.849 -0.1342 -0.7115 0.7673 0.229
H 3.404 -0.849 0.602 0.1985 -0.5271 0.3073 0.280
H 2.649 1.034 3.171 -0.1137 -0.4082 0.8853 0.651
H 3.265 3.375 3.455 -0.1772 0.0537 0.0952 0.482
H 3.797 4.766 1.325 0.1017 0.6769 0.6551 0.546
H 3.917 3.627 -0.760 0.0313 0.2129 -0.2690 0.537
H 5.893 0.558 -0.005 0.1647 -0.5852 -0.7060 0.373
H 7.762 -1.216 -0.178 -0.5928 0.4353 -0.6494 0.389
H 7.531 -3.040 -1.859 -0.5764 0.6516 0.4404 0.370
H 5.355 -3.234 -3.085 0.0827 -2.3617 -1.5084 0.602
H 3.729 -1.697 -3.089 0.5452 0.4611 1.2876 0.061
H 5.821 1.648 -3.091 0.5461 -0.0059 0.0262 0.427
H 6.193 3.529 -4.687 -0.4506 -0.0272 0.1161 0.427
H 4.212 4.947 -5.340 -0.1356 -0.1459 0.8743 0.353
H 1.952 4.268 -4.426 -0.1226 0.9953 0.0931 0.386
H 1.670 2.459 -2.835 0.3260 0.1644 -0.3205 0.150
N 0.432 -0.579 -2.948 0.1718 0.9786 1.2020 -0.292
C -0.929 -0.925 -3.109 -0.2379 -0.7217 0.5626 1.018
C -1.768 -0.092 -3.838 0.6522 0.1663 -0.3202 -0.709
C -3.101 -0.376 -3.924 -1.0700 -0.5898 0.5827 -0.836
C -3.579 -1.478 -3.208 -1.2391 -0.2475 -0.1744 -0.866
C -2.732 -2.375 -2.531 -0.0865 0.0308 -0.7864 -1.054
C -1.332 -2.126 -2.475 -1.2922 0.0253 0.1689 0.944
C -0.413 -3.075 -1.721 0.0375 -0.3620 0.2576 0.690
C -0.645 -4.465 -1.716 1.9888 -0.7227 0.4790 -0.744
C 0.296 -5.271 -0.974 -0.8496 3.4819 0.1225 -0.910
C 1.286 -4.751 -0.123 -0.0379 -1.2092 -0.4371 -0.956
C 1.545 -3.379 -0.175 -1.9143 -1.5705 -0.9139 -0.675
C 0.684 -2.585 -0.961 0.5321 0.9972 0.1857 1.526
H 0.755 0.268 -3.379 0.0353 0.0353 -0.7641 0.243
H 1.004 -1.376 -3.100 0.9981 -0.6070 -0.4948 0.323
H -1.343 0.732 -4.403 0.0636 0.0197 0.1461 0.531
H -3.833 0.190 -4.511 0.6075 0.0228 0.2293 0.446
H -4.701 -1.589 -3.267 1.4623 -0.4685 0.2795 0.356
H -3.170 -3.328 -2.173 0.4389 0.8125 0.1363 0.305
H -1.378 -4.995 -2.342 0.2597 0.5276 0.3307 0.479
H 0.264 -6.284 -1.037 -0.5497 -2.8459 -0.1971 0.580
H 1.854 -5.521 0.496 -0.5207 1.4291 -0.9003 0.377
H 2.396 -3.068 0.367 0.6791 0.9480 0.5209 0.504
O -0.435 -0.199 0.691 -0.7735 0.4350 0.3774 0.484
P -1.785 0.236 1.359 0.2104 -0.7507 -1.0929 0.641
C -2.968 -0.980 0.838 0.6696 -1.8604 0.4437 3.454
C -2.537 -2.398 1.386 -0.1805 -0.2144 -1.0953 1.163
C -3.737 -3.192 1.931 -0.8665 0.4289 -1.2313 -1.189
C -4.974 -3.295 0.970 0.2519 1.7232 0.5055 -0.853
C -5.423 -1.738 0.540 -0.3507 -2.1310 2.6575 -1.088
C -4.431 -0.687 1.036 -0.3042 1.0400 -0.6662 -1.512
C -1.477 0.648 3.071 1.4905 1.3368 -0.7150 0.805
C -2.422 0.352 4.173 0.4670 -1.4765 1.2035 -1.879
C -2.251 -1.077 4.788 -0.5945 0.2796 -1.6507 -0.250
C -0.779 -1.382 5.047 -1.0914 -0.5992 1.9506 -1.292
C 0.128 -1.164 3.889 0.1129 0.5951 -0.3131 -0.352
C -0.024 0.285 3.483 0.4965 1.5859 -0.8125 0.331
C -2.313 1.704 0.540 0.0813 2.4079 -0.5798 -0.405
C -1.138 2.747 0.380 -0.2060 1.1599 0.1651 -0.084
C -1.619 3.837 -0.689 1.3625 -0.2671 0.9823 -0.493
C -3.081 4.150 -0.624 -1.8109 0.7069 -2.2028 -0.991
C -3.759 3.926 0.700 0.9639 -0.9895 1.7546 -0.787
C -3.552 2.448 1.225 0.9753 -0.6836 -0.6640 -0.853
H -2.739 -0.958 -0.237 -0.1637 -0.1221 -0.0128 -1.949
H -1.827 -2.293 2.217 0.0788 -0.1606 -0.4307 -0.250
H -2.037 -2.918 0.511 -0.4022 0.2725 1.2560 -0.506
H -4.129 -2.681 2.797 0.1137 0.0308 0.6273 0.267
H -3.435 -4.191 2.203 0.1943 -0.2728 0.2675 0.655
H -5.762 -3.850 1.545 0.4728 0.7115 -0.8207 0.497
H -4.673 -3.897 0.113 -0.2883 0.1460 -0.2201 0.224
H -6.384 -1.464 1.101 1.0255 -0.6490 -1.2084 0.398
H -5.538 -1.613 -0.523 -0.2398 -0.2635 -0.3430 0.320
H -4.618 -0.314 2.048 -0.2043 -0.3536 -0.0306 0.435
H -4.644 0.137 0.355 -0.0978 0.3169 0.3143 0.067
H -1.519 1.757 2.891 0.3132 -0.6206 0.4932 0.570
H -3.429 0.437 3.856 -1.1694 0.5020 -0.0427 0.367
H -2.170 1.058 4.967 -0.4121 0.1765 -0.0212 0.695
H -2.728 -1.807 4.046 0.4911 0.7361 1.4714 -0.234
H -2.770 -0.987 5.751 -0.1716 -0.7749 -0.3773 0.499
H -0.679 -2.389 5.490 -0.0152 0.3158 -0.2961 0.432
H -0.574 -0.685 5.884 0.6555 -0.2685 -0.3695 0.368
H -0.057 -1.883 3.083 0.0822 0.1954 -0.0081 0.060
H 1.147 -1.254 4.217 0.6683 -0.4992 0.1449 0.598
H 0.679 0.616 2.641 -1.0528 -0.5137 1.3929 -1.374
H 0.197 0.912 4.406 -0.0896 -0.5662 -1.1424 1.051
H -2.634 1.452 -0.478 0.1293 -0.4035 0.0423 0.620
H -0.117 2.405 0.045 -1.0599 -0.2718 0.2933 -0.666
H -0.942 3.214 1.413 -0.3352 -0.3667 -1.5204 0.395
H -1.480 3.484 -1.735 0.6383 0.0883 0.7557 0.037
H -1.045 4.762 -0.523 0.1230 -0.4267 -0.1697 0.561
H -3.493 3.506 -1.420 -0.6164 0.1305 0.4176 0.342
H -3.259 5.197 -1.049 0.1554 -1.2547 0.8453 0.425
H -4.862 4.077 0.778 1.0778 0.6210 -0.2720 0.432
H -3.133 4.544 1.395 -1.2611 -0.0607 -0.1425 0.326
H -4.428 1.806 1.080 0.1238 0.5744 -0.1302 0.399
H -3.347 2.392 2.293 -0.2370 0.5587 0.2210 0.106
```
Forces are in eV/Å.

***

[2]
DFT (the ωB97M-V functional and the def2-TZVPD basis) results for a molecular structure, C15H23IrN5O2S2.

Multiplicity: 6
Lowest unoccupied orbital energy (alpha / beta), eV: -5.67 / -8.73
Energy above the lowest of the compared OMol25 structures with the same formula, charge and spin, eV: 0.000
Gap between HOMO and LUMO (alpha / beta), eV: 8.32 / 6.05
Expectation value of S²: 8.7685
Charge: +2
HOMO level (alpha / beta), Ha: -0.5141 / -0.5432

```
48
Properties=species:S:1:pos:R:3:forces:R:3:nbo_charge:R:1
Ir 0.534 -0.092 -0.394 -0.4086 0.1550 0.1003 1.548
N 1.676 0.958 1.446 -0.0114 0.0596 0.0660 -0.849
C 1.140 2.182 2.108 -0.0173 -0.1078 -0.0281 -0.224
C 1.480 3.451 1.347 -0.0243 0.0321 0.0351 -0.416
C 1.033 3.480 -0.116 0.0195 -0.0186 -0.0092 -0.430
C -0.441 3.135 -0.334 -0.0540 -0.0863 0.0069 -0.229
N -0.596 1.826 -1.033 -0.0090 0.0366 -0.0489 -0.821
H 1.876 0.246 2.141 -0.0059 0.0017 0.0039 0.396
H 2.580 1.177 1.034 0.0015 0.0271 -0.0084 0.398
H 1.530 2.249 3.125 0.0106 0.0399 -0.0037 0.224
H 0.059 2.065 2.186 -0.0280 -0.0065 0.0277 0.183
H 2.556 3.636 1.400 0.0031 -0.0206 -0.0134 0.230
H 1.012 4.278 1.886 0.0029 0.0097 -0.0132 0.241
H 1.647 2.796 -0.710 -0.0045 -0.0071 -0.0106 0.203
H 1.240 4.471 -0.518 -0.0019 0.0130 0.0258 0.252
H -0.946 3.902 -0.922 0.0304 0.0125 -0.0152 0.226
H -0.983 3.057 0.608 0.0160 0.0305 0.0083 0.203
H -0.263 1.925 -1.990 -0.0079 0.0384 -0.0103 0.399
H -1.584 1.595 -1.117 -0.0063 -0.0082 0.0154 0.402
C 0.470 -1.173 -4.100 -0.0560 -0.0015 0.0760 -0.670
C -0.734 -1.423 -3.253 0.1876 0.1891 0.0964 0.087
N -0.873 -1.111 -1.980 -0.1316 -0.1477 -0.2701 -0.565
C -2.111 -1.486 -1.502 0.0407 0.0395 0.2475 0.137
C -2.920 -2.073 -2.418 0.0196 0.0423 -0.0283 -0.424
S -2.114 -2.162 -3.916 -0.1661 -0.1212 -0.0532 0.588
C -2.369 -1.291 -0.074 0.0708 -0.0009 -0.1803 0.093
C -3.495 -1.623 0.601 0.0100 0.0877 0.0213 -0.415
S -3.271 -1.361 2.268 -0.1542 -0.1654 0.0362 0.608
C -1.685 -0.839 2.006 0.2368 0.1703 -0.0842 0.080
N -1.338 -0.807 0.727 -0.0455 -0.2132 0.1050 -0.583
C -0.814 -0.496 3.168 -0.0155 0.0367 -0.0187 -0.669
H 1.268 -0.747 -3.504 0.0065 0.0135 0.0169 0.233
H 0.228 -0.487 -4.912 0.0202 -0.0137 -0.0215 0.260
H 0.823 -2.105 -4.540 -0.0003 0.0102 -0.0204 0.267
H -3.915 -2.466 -2.286 0.0016 0.0113 -0.0039 0.272
H -4.417 -2.022 0.211 0.0038 0.0211 -0.0067 0.278
H -1.054 -1.135 4.017 -0.0134 0.0199 0.0060 0.267
H -0.965 0.536 3.485 0.0233 0.0234 0.0021 0.257
H 0.229 -0.652 2.915 0.0134 -0.0348 -0.0223 0.223
O 4.340 -0.011 -2.249 -0.0485 0.0031 -0.0033 -0.369
C 3.270 0.064 -1.832 -0.0688 -0.0552 0.0599 0.877
N 2.129 0.166 -1.398 0.5150 -0.0462 -0.1982 -0.831
C 0.833 -3.814 1.811 0.0413 0.0775 -0.1312 -0.754
C 1.139 -2.730 0.810 0.0574 -0.2386 0.2923 0.484
O 1.567 -2.841 -0.285 -0.0546 0.1439 -0.0892 -0.454
H 1.607 -4.580 1.756 -0.0070 -0.0158 0.0130 0.275
H -0.122 -4.253 1.510 -0.0011 -0.0145 0.0206 0.268
H 0.747 -3.414 2.816 0.0094 -0.0217 0.0100 0.243
```
Forces are in eV/Å.

***

Number 1: maximum force 0.070 hartree/bohr. Number 2: maximum force 0.011 hartree/bohr.